# C48H84N12

A cluster of 12 separate species, C48H84N12 in total at a distorted geometry (ωB97M-V/def2-TZVPD, OMol25).

Results
- E_HOMO (eV) = -11.2
- energy above the lowest of the compared OMol25 structures with the same formula, charge and spin (eV) = 5.0393
- structure (SMILES) = CCCC#N.CCCC#N.CCCC#N.CCCC#N.CCCC#N.CCCC#N.CCCC#N.CCCC#N.CCCC#N.CCCC#N.CCCC#N.CCCC#N
- gap between HOMO and LUMO (eV) = 11.26

Structure (ORCA input):
```
! RIJCOSX wB97M-V def2-TZVPD def2/J DEFGRID3
* xyz 0 1
C 6.860 -4.436 -1.820
C 6.249 -3.552 -0.731
C 7.076 -2.244 -0.493
C 7.371 -1.399 -1.666
N 7.528 -0.756 -2.606
H 6.787 -3.931 -2.783
H 6.245 -5.328 -1.938
H 7.931 -4.623 -1.745
H 6.224 -4.135 0.189
H 5.196 -3.302 -0.864
H 7.985 -2.623 -0.025
H 6.634 -1.564 0.234
C -5.356 2.716 7.429
C -4.482 1.567 7.941
C -2.974 2.034 8.152
C -2.227 2.438 6.887
N -1.572 2.771 6.009
H -5.039 3.012 6.429
H -5.353 3.579 8.095
H -6.357 2.308 7.297
H -4.543 0.736 7.238
H -4.927 1.254 8.885
H -2.399 1.231 8.612
H -2.775 2.906 8.775
C 2.241 -2.844 -5.567
C 3.342 -2.242 -6.440
C 2.766 -1.180 -7.430
C 1.765 -1.674 -8.384
N 0.933 -2.087 -9.113
H 1.654 -2.132 -4.986
H 2.659 -3.631 -4.940
H 1.523 -3.441 -6.128
H 3.933 -3.007 -6.946
H 4.084 -1.854 -5.742
H 3.543 -0.604 -7.933
H 2.294 -0.367 -6.877
C 1.410 0.954 -1.217
C 0.313 0.759 -0.136
C 0.873 0.685 1.309
C 1.765 -0.363 1.617
N 2.525 -1.178 1.911
H 0.910 1.099 -2.175
H 2.068 0.108 -1.416
H 2.026 1.800 -0.914
H -0.188 -0.178 -0.382
H -0.359 1.614 -0.210
H -0.027 0.471 1.887
H 1.301 1.636 1.627
C 5.375 -6.421 6.639
C 5.370 -5.992 5.116
C 4.047 -5.972 4.315
C 3.328 -7.287 4.305
N 2.724 -8.322 4.281
H 5.024 -5.600 7.265
H 6.374 -6.702 6.972
H 4.769 -7.313 6.797
H 5.883 -6.791 4.580
H 6.029 -5.132 4.997
H 4.246 -5.827 3.253
H 3.372 -5.174 4.624
C -0.200 6.022 -1.218
C 0.241 7.198 -2.014
C -0.764 8.329 -2.139
C -1.300 8.772 -0.916
N -1.777 9.154 0.081
H -1.118 5.552 -1.570
H -0.273 6.355 -0.183
H 0.549 5.230 -1.236
H 0.607 6.842 -2.977
H 1.126 7.529 -1.472
H -1.576 8.093 -2.827
H -0.163 9.101 -2.620
C -0.802 -4.952 -0.485
C -1.353 -6.426 -0.493
C -0.593 -7.393 0.406
C -0.842 -8.798 0.048
N -0.997 -9.894 -0.246
H 0.253 -4.873 -0.220
H -1.380 -4.394 0.253
H -0.992 -4.387 -1.398
H -1.242 -6.848 -1.492
H -2.424 -6.576 -0.355
H -0.874 -7.208 1.443
H 0.471 -7.246 0.222
C -7.350 -1.937 4.243
C -7.622 -0.771 3.234
C -6.774 -0.965 2.033
C -5.310 -1.199 2.244
N -4.207 -1.497 2.401
H -8.100 -1.848 5.029
H -6.429 -1.803 4.810
H -7.469 -2.937 3.826
H -7.370 0.195 3.671
H -8.622 -0.838 2.804
H -6.895 -0.261 1.210
H -7.136 -1.881 1.565
C -1.120 -3.419 6.294
C -1.329 -4.836 5.607
C -2.780 -5.373 5.426
C -3.410 -5.621 6.686
N -3.990 -5.885 7.689
H -0.059 -3.326 6.525
H -1.728 -3.212 7.175
H -1.319 -2.569 5.641
H -0.751 -5.527 6.221
H -0.843 -4.686 4.643
H -2.767 -6.308 4.865
H -3.326 -4.575 4.923
C -1.606 4.022 -10.749
C -0.764 3.403 -9.651
C -0.981 3.990 -8.232
C -1.454 2.941 -7.267
N -1.754 2.100 -6.499
H -1.477 5.094 -10.901
H -2.662 3.797 -10.597
H -1.341 3.645 -11.736
H 0.259 3.567 -9.990
H -1.093 2.368 -9.739
H -1.810 4.698 -8.223
H -0.148 4.492 -7.740
C 5.344 5.060 -1.115
C 6.299 4.158 -1.887
C 6.110 4.394 -3.365
C 4.726 4.248 -3.862
N 3.663 4.045 -4.186
H 5.134 4.666 -0.120
H 4.347 5.250 -1.514
H 5.687 6.060 -0.851
H 5.984 3.128 -1.715
H 7.287 4.379 -1.483
H 6.599 3.643 -3.986
H 6.368 5.411 -3.661
C -5.051 4.314 -0.773
C -5.173 5.630 -0.056
C -5.897 6.764 -0.862
C -5.469 7.118 -2.262
N -5.143 7.330 -3.315
H -4.722 3.507 -0.118
H -4.354 4.367 -1.609
H -6.026 4.032 -1.170
H -4.197 6.031 0.215
H -5.722 5.522 0.879
H -5.856 7.721 -0.341
H -6.959 6.529 -0.937
*
```